# 1
This record from the OMol25 dataset describes one molecule with the formula C9H12N2OS. The level of theory is ωB97M-V with the def2-TZVPD basis set.

CARTESIAN COORDINATES (ANGSTROEM)
1 S 3.98 -1.04 0.54
2 O -2.34 -0.09 1.30
3 N -1.62 -0.53 -0.81
4 N -0.45 0.98 0.56
5 C 1.78 0.14 -0.12
6 C 0.69 1.13 -0.35
7 C -1.43 0.07 0.28
8 C 3.01 0.39 0.44
9 C 1.17 2.59 -0.28
10 C -3.25 -1.09 0.82
11 C 1.65 -1.24 -0.49
12 C -2.93 -1.19 -0.68
13 C 2.72 -1.98 -0.15
14 H -0.24 1.07 1.55
15 H 0.34 3.24 -0.50
16 H 1.95 2.76 -1.02
17 H -3.65 -0.64 -1.31
18 H 0.76 -1.63 -0.95
19 H 1.57 2.91 0.70
20 H -3.04 -2.04 1.31
21 H -4.28 -0.77 1.05
22 H 2.85 -3.05 -0.33
23 H 0.27 0.91 -1.34
24 H 3.38 1.33 0.85
25 H -2.90 -2.23 -1.06

Properties
Multiplicity: 1
HOMO energy: -8.69 eV
Energy above the lowest of the compared OMol25 structures with the same formula, charge and spin: 7.77 kcal/mol
DFT total energy: -933.08082 Eh
Molar mass: 196.27 g/mol
LUMO energy: 0.841 eV
HOMO-LUMO gap: 9.5284 eV

Atomic partial charges in e from the natural (NBO) method, atoms 1 to 2: atom 1 (S): 0.430, atom 2 (O): -0.503

=====

# 2
This record from the OMol25 dataset describes a 2-piece molecular cluster, C3H9NO2 overall at a distorted geometry. The level of theory is ωB97M-V with the def2-TZVPD basis set.

CARTESIAN COORDINATES (ANGSTROEM)
1 O -1.48 1.25 -0.38
2 O -2.53 -0.80 -0.30
3 N 2.56 0.66 0.18
4 C -0.50 -0.28 0.92
5 C 2.78 -0.68 -0.49
6 C -1.62 0.07 0.00
7 H 3.15 1.40 -0.41
8 H 3.77 -0.78 -1.07
9 H -0.96 -0.83 1.68
10 H 2.83 -1.54 0.36
11 H 1.83 -0.99 -1.15
12 H -0.05 0.80 1.17
13 H 2.99 0.34 1.12
14 H 0.27 -0.91 0.42
15 H -3.56 -0.34 -0.55

Properties
Multiplicity: 1
HOMO energy: -9.59 eV
Energy above the lowest of the compared OMol25 structures with the same formula, charge and spin: 77.52 kcal/mol
DFT total energy: -324.84908 Eh
Molar mass: 91.11 g/mol
LUMO energy: 0.394 eV
HOMO-LUMO gap: 9.9878 eV

Atomic partial charges in e from the natural (NBO) method, atoms 1 to 2: atom 1 (O): -0.618, atom 2 (O): -0.679

=====

# 3
This record from the OMol25 dataset describes a 2-piece molecular cluster, C11H15N overall at a distorted geometry. The level of theory is ωB97M-V with the def2-TZVPD basis set.

CARTESIAN COORDINATES (ANGSTROEM)
1 N -2.17 -1.55 0.08
2 C -0.97 -2.17 0.35
3 C -2.79 0.48 -1.31
4 C 1.01 0.79 2.52
5 C 0.09 -1.47 -0.18
6 C 2.35 1.32 1.95
7 C 1.61 -1.59 -0.18
8 C -2.32 1.28 -2.27
9 C -1.92 -0.52 -0.83
10 C -0.95 1.27 -2.66
11 C -0.56 -0.41 -1.05
12 C 0.04 0.57 -1.97
13 H 2.80 0.71 1.24
14 H 2.33 2.35 1.63
15 H 1.21 -0.31 2.82
16 H 1.09 0.68 -2.24
17 H 2.12 -0.90 0.57
18 H -3.58 0.57 -0.67
19 H -3.10 -1.99 -0.10
20 H 0.31 1.09 1.85
21 H -0.45 2.17 -3.27
22 H 1.87 -1.50 -1.26
23 H 0.88 1.44 3.47
24 H 3.15 1.29 2.95
25 H 1.97 -2.61 0.18
26 H -3.06 1.90 -2.77
27 H -0.98 -2.90 1.17

Properties
Multiplicity: 1
HOMO energy: -8.01 eV
Energy above the lowest of the compared OMol25 structures with the same formula, charge and spin: 65.05 kcal/mol
DFT total energy: -482.81151 Eh
Molar mass: 161.25 g/mol
LUMO energy: 0.961 eV
HOMO-LUMO gap: 8.9695 eV

Atomic partial charges in e from the natural (NBO) method, atoms 1 to 2: atom 1 (N): -0.552, atom 2 (C): -0.048

=====

# 4
This record from the OMol25 dataset describes a 7-piece molecular cluster, H14O7 overall at a distorted geometry. The level of theory is ωB97M-V with the def2-TZVPD basis set.

CARTESIAN COORDINATES (ANGSTROEM)
1 O 0.24 -2.04 1.40
2 O 0.93 2.94 0.74
3 O -2.87 -1.34 0.22
4 O -0.31 3.13 -1.93
5 O -0.61 0.45 -0.62
6 O 1.72 0.37 1.36
7 O 1.14 -1.77 -1.38
8 H 0.65 2.95 -0.17
9 H 0.68 -2.13 -0.64
10 H -1.24 -0.07 -0.12
11 H -3.34 -0.91 0.92
12 H 2.01 0.41 2.27
13 H 1.19 -0.45 1.39
14 H -3.39 -0.97 -0.51
15 H -0.42 2.26 -1.54
16 H -0.02 -0.19 -0.94
17 H 0.94 -2.64 1.59
18 H 0.57 3.21 -2.25
19 H -0.48 -2.62 1.16
20 H 1.06 1.97 0.76
21 H 1.55 -2.56 -1.71

Properties
Multiplicity: 1
HOMO energy: -9.70 eV
Energy above the lowest of the compared OMol25 structures with the same formula, charge and spin: 40.05 kcal/mol
DFT total energy: -535.06002 Eh
Molar mass: 126.10 g/mol
LUMO energy: -0.175 eV
HOMO-LUMO gap: 9.5204 eV

Atomic partial charges in e from the natural (NBO) method, atoms 1 to 2: atom 1 (O): -0.951, atom 2 (O): -0.973

=====

# 5
This record from the OMol25 dataset describes C12H9N5O3PdS3 as an isolated structure at a distorted geometry. The level of theory is ωB97M-V with the def2-TZVPD basis set.

CARTESIAN COORDINATES (ANGSTROEM)
1 Pd -2.60 -2.21 0.78
2 S -0.35 1.01 -1.89
3 S 1.50 -1.54 -1.40
4 S -2.54 -3.10 4.23
5 O -1.49 1.87 -1.99
6 O 0.28 0.47 -3.04
7 O -6.55 -2.96 -0.17
8 N -3.08 0.46 -0.25
9 N -0.94 -0.36 -0.94
10 N -4.20 -2.90 -0.17
11 N 3.60 3.41 1.77
12 N -0.59 -2.62 -0.32
13 C -0.15 -1.48 -0.87
14 C 0.57 1.77 0.59
15 C -2.25 -2.77 2.73
16 C 2.71 2.84 0.94
17 C 2.06 2.16 -1.29
18 C 0.86 1.69 -0.77
19 C 0.36 -3.57 -0.33
20 C 1.56 -3.18 -0.86
21 C 2.98 2.73 -0.44
22 C -2.14 -0.35 -0.28
23 C -5.40 -2.91 -0.13
24 C 1.49 2.33 1.44
25 H 4.46 3.80 1.42
26 H 2.44 -3.77 -0.98
27 H 3.90 3.13 -0.84
28 H -3.19 1.28 -0.85
29 H 1.28 2.40 2.50
30 H 3.41 3.49 2.75
31 H 0.13 -4.55 0.04
32 H -0.37 1.39 0.96
33 H 2.24 2.06 -2.34

Properties
Multiplicity: 2
Net charge: +1
HOMO energy (alpha / beta): -11.43 / -11.44 eV
Expectation value of S²: 0.956
DFT total energy: -2284.22922 Eh
Molar mass: 473.86 g/mol
LUMO energy (alpha / beta): -5.910 / -6.012 eV
HOMO-LUMO gap (alpha / beta): 5.5248 / 5.4239 eV

Atomic partial charges in e from the natural (NBO) method, atoms 1 to 2: atom 1 (Pd): 0.917, atom 2 (S): 2.305

=====

# 6
This record from the OMol25 dataset describes C4H7O3Tl as an isolated structure at a distorted geometry. The level of theory is ωB97M-V with the def2-TZVPD basis set.

CARTESIAN COORDINATES (ANGSTROEM)
1 Tl 4.14 -0.14 -0.70
2 O 0.50 1.68 0.39
3 O 2.72 1.57 0.03
4 O 1.58 -0.27 0.13
5 C -0.84 -0.19 -0.61
6 C -2.05 0.11 0.25
7 C 1.60 1.09 0.32
8 C 0.36 -1.01 0.30
9 H -2.00 -0.33 1.26
10 H 0.59 -2.01 -0.09
11 H -0.24 0.32 -1.38
12 H -2.97 -0.28 -0.22
13 H -2.21 1.19 0.37
14 H 0.07 -0.89 1.35
15 H -1.25 -0.84 -1.40

Properties
Multiplicity: 2
Net charge: -1
HOMO energy (alpha / beta): -0.56 / -5.16 eV
Expectation value of S²: 0.753
DFT total energy: -554.80129 Eh
Molar mass: 307.48 g/mol
LUMO energy (alpha / beta): 3.142 / 3.168 eV
HOMO-LUMO gap (alpha / beta): 3.7033 / 8.3325 eV

Atomic partial charges in e from the natural (NBO) method, atoms 1 to 2: atom 1 (Tl): -0.096, atom 2 (O): -0.746

=====

# 7
This record from the OMol25 dataset describes a 2-piece molecular cluster, H2NO4S overall at a distorted geometry. The level of theory is ωB97M-V with the def2-TZVPD basis set.

CARTESIAN COORDINATES (ANGSTROEM)
1 S -1.72 0.13 0.37
2 O -0.37 -0.37 0.07
3 O -2.34 -0.46 1.60
4 O -2.59 -0.54 -0.96
5 O 3.78 0.90 -0.44
6 N 3.11 0.62 0.56
7 H -1.82 -0.76 -1.63
8 H 1.96 0.49 0.44

Properties
Multiplicity: 3
Net charge: -1
HOMO energy (alpha / beta): -3.98 / -3.98 eV
Expectation value of S²: 2.008
Energy above the lowest of the compared OMol25 structures with the same formula, charge and spin: 19.82 kcal/mol
DFT total energy: -755.04083 Eh
Molar mass: 112.09 g/mol
LUMO energy (alpha / beta): 4.068 / 2.081 eV
HOMO-LUMO gap (alpha / beta): 8.0522 / 6.0634 eV

Atomic partial charges in e from the natural (NBO) method, atoms 1 to 2: atom 1 (S): 1.634, atom 2 (O): -1.093

=====

# 8
This record from the OMol25 dataset describes one molecule with the formula C5H9NO at a distorted geometry. The level of theory is ωB97M-V with the def2-TZVPD basis set.

CARTESIAN COORDINATES (ANGSTROEM)
1 O 2.52 1.85 -1.11
2 N 0.61 0.72 -0.76
3 C -0.41 -1.43 1.04
4 C 1.32 1.79 -1.22
5 C -0.98 -1.08 -0.35
6 C 0.14 -0.56 1.89
7 C -0.81 0.45 -0.59
8 H -1.41 0.88 0.20
9 H -0.37 -1.61 -1.09
10 H 0.46 0.44 1.64
11 H -2.01 -1.42 -0.33
12 H -1.18 0.73 -1.58
13 H 0.48 -0.98 2.83
14 H 0.74 2.68 -1.47
15 H 1.22 0.04 -0.32
16 H -0.31 -2.50 1.24

Properties
Multiplicity: 1
HOMO energy: -9.61 eV
Energy above the lowest of the compared OMol25 structures with the same formula, charge and spin: 43.29 kcal/mol
DFT total energy: -325.86857 Eh
Molar mass: 99.13 g/mol
LUMO energy: 0.965 eV
HOMO-LUMO gap: 10.5770 eV

Atomic partial charges in e from the natural (NBO) method, atoms 1 to 2: atom 1 (O): -0.601, atom 2 (N): -0.636